168
Properties=species:S:1:pos:R:3:forces:R:3:mulliken_charge:R:1 method="wB97M-V/def2-TZVPD" total_energy_ha=-5041.06984 smiles="CN(C)P(=O)(N(C)C)N(C)C.CN(C)P(=O)(N(C)C)N(C)C.CN(C)P(=O)(N(C)C)N(C)C.CN(C)P(=O)(N(C)C)N(C)C.CCOP(=O)(OCC)OCC.CCOP(=O)(OCC)OCC" homo_lumo_gap_ha=0.31649 max_force_ev_per_a=4.36 homo_ev=-7.94
C 5.103070 -0.842830 4.148830 1.356 -0.383 -0.827 0.01
H 4.960790 2.330950 8.001170 0.227 -0.198 -0.969 0.39
H 15.685800 15.068130 16.385950 0.774 0.266 -0.368 0.31
C 18.984910 -2.179930 1.133080 0.937 -0.111 -0.060 -1.02
C 12.366220 8.321550 4.524280 0.696 -0.052 -1.014 -0.86
C 5.442960 1.563160 8.606240 -2.108 1.939 -1.360 -0.24
N 13.239730 10.591890 -10.712330 -1.355 0.011 -0.148 0.27
H 20.681500 -4.332400 -2.479620 0.435 0.325 0.659 0.35
C 14.549220 19.165490 -0.153850 0.179 1.598 -0.673 -0.17
H 13.534620 11.034530 13.395800 -0.485 -0.454 -0.613 0.27
C 16.486840 11.227910 16.763080 -1.583 0.729 -0.570 -1.07
C 12.708990 4.328090 2.890070 -0.734 1.841 0.719 -1.09
H 13.689240 12.048630 -12.114110 -0.367 0.154 -0.365 0.37
C 17.944640 -5.470510 -3.099160 0.231 0.563 1.813 -0.90
P 4.707620 0.016160 6.601170 -0.421 -0.841 -0.128 0.98
H 14.600470 9.215700 -10.172920 1.062 -0.314 -0.351 0.28
N 18.725470 -4.843130 -1.906390 -1.522 -0.284 -1.564 0.15
C 15.070900 5.976030 0.608300 0.484 -1.195 1.756 -1.13
C 19.034390 -4.706960 1.048600 0.584 1.278 1.286 -1.07
N 13.447520 7.425060 4.070120 0.348 1.326 0.603 0.31
P 11.921450 9.883960 -9.865330 0.588 1.761 -0.600 0.40
H 16.128850 6.814850 3.654490 -0.002 0.661 0.144 0.19
H 12.030810 9.636500 -6.286940 0.184 -0.021 0.164 0.39
C 9.311330 10.453630 -9.576280 -0.923 -0.619 0.361 -0.92
H 10.395150 10.114930 -12.359190 0.050 -0.232 0.110 0.30
C 13.359920 20.016090 0.347030 0.053 -1.493 1.364 -1.05
P 18.242450 -3.344640 -1.243230 -1.944 -2.549 1.924 0.39
H 16.118860 11.197040 13.905460 -0.341 -0.142 -0.002 0.21
N 12.360820 5.723240 2.492380 -0.520 -0.339 -1.357 0.34
H 15.726950 14.897230 14.565490 0.023 -0.351 0.191 0.25
H 6.282540 3.063640 9.851510 0.024 0.287 -0.550 0.36
C 11.750050 11.103890 15.821470 0.511 -0.839 0.317 -1.16
H 14.712900 -2.624720 -1.724480 0.001 0.741 0.083 0.41
H 1.956860 -2.802130 6.223640 0.490 -0.224 -0.090 0.31
H 4.633140 1.507640 9.333710 0.049 -1.504 0.340 0.35
H 13.413720 6.431650 5.895690 0.351 0.159 0.336 0.38
H 11.348990 10.426610 15.067450 -0.385 -0.020 0.199 0.51
C 18.671450 21.390250 -0.205170 -0.800 0.015 -0.001 -1.08
H 17.156510 12.345150 14.716710 0.218 0.452 -0.776 0.42
O 5.608490 -0.673560 5.480720 -0.282 0.304 1.553 -0.34
H 17.867380 16.092530 3.250860 -0.014 0.210 0.062 0.30
H 13.766480 4.197620 3.119810 0.025 -0.030 -0.719 0.34
H 9.342550 11.455030 -11.908540 -0.121 -0.072 0.109 0.42
C 12.868980 11.827460 13.736800 1.839 0.405 1.198 -0.97
H 13.259100 21.099540 0.283160 0.854 -0.093 -0.994 0.32
H 19.017540 -2.185580 2.222580 -0.943 -0.966 0.238 0.35
H 4.059930 -1.129100 4.014620 -0.038 -0.431 0.843 0.15
O 13.677810 12.326900 17.729870 0.598 0.441 -3.040 -0.82
H 17.106880 6.525540 2.347650 -0.287 0.101 -0.984 0.38
C 6.594450 2.204420 9.257740 0.964 -1.482 1.110 -1.22
H 19.113880 22.089350 0.504490 0.148 0.253 -0.415 0.28
H 14.815910 16.157620 15.328100 -0.378 -0.167 0.083 0.36
H 15.136420 16.822760 2.003080 0.107 0.369 -0.068 0.30
O 5.755620 0.396410 7.804060 -1.168 -0.334 -0.529 -0.33
H 17.224700 11.933250 17.145400 -0.079 -0.154 0.542 0.31
N 14.919970 6.470930 2.011070 1.254 -0.543 -0.291 0.30
H 7.428710 2.359070 8.573490 -0.056 0.314 0.224 0.32
H 18.525090 19.270510 -0.358710 -0.525 -0.381 0.223 0.28
H 20.100990 -4.909410 0.951260 0.122 -0.448 -0.504 0.37
H 12.272040 3.616530 2.189470 0.362 -0.154 -0.080 0.31
H 14.281010 12.427270 -10.565630 -0.172 0.273 0.571 0.36
N 16.506310 -3.462320 -1.150150 0.590 0.841 -1.431 0.19
H 1.897450 -1.358400 5.303320 0.279 0.668 0.435 0.21
H 14.357230 5.170940 0.433310 -0.883 0.789 -0.459 0.35
C 14.132390 6.648800 5.105460 -1.007 -0.312 -1.833 -1.10
O 17.029550 17.789710 1.563870 -1.444 0.755 -1.193 -0.25
O 3.962710 1.158770 6.036470 -0.205 -0.513 0.869 -0.70
H 12.752700 9.338840 4.462240 -0.444 0.230 0.488 0.29
H 15.604830 12.927600 13.970800 0.300 -0.186 -0.159 0.37
H 17.154860 -4.837400 -3.503510 0.121 0.150 0.255 0.20
N 10.496270 10.797330 -10.299130 2.297 -0.254 0.263 0.11
H 12.986980 12.263700 -8.551190 0.228 -0.633 -0.579 0.28
C 12.643770 14.883320 15.878400 0.593 -1.187 0.244 -0.98
H 14.556790 18.121430 0.159150 -0.550 0.096 0.189 0.22
H 11.927070 14.459960 15.174690 -0.249 0.035 0.120 0.24
H 16.192600 -5.025690 0.242640 0.179 0.074 0.054 0.26
H 10.980950 11.744320 16.253240 -0.148 0.287 -0.329 0.26
H 20.028590 -1.893610 1.003330 0.210 0.175 -0.834 0.36
H 2.062340 -0.116670 7.426170 0.676 0.384 0.629 0.24
H 17.612740 21.631340 -0.300630 -0.120 0.128 0.128 0.27
H 18.599420 -5.753790 -3.923250 0.228 0.286 0.219 0.42
H 8.867640 9.479290 -9.780970 0.308 -0.524 -0.547 0.36
O 18.754650 -2.176690 -1.951790 -0.196 0.870 -0.129 -0.82
H 16.199560 8.134580 2.427520 0.493 -0.069 -0.007 0.33
H 13.481100 19.877060 1.421310 -0.572 -0.001 0.356 0.27
H 15.056230 -3.708240 0.363190 -0.224 0.089 -0.089 0.32
C 13.416400 11.985190 -11.060720 -0.032 -0.657 -0.309 -1.36
C 18.770420 20.003730 0.409610 2.361 0.799 -3.579 -0.26
C 14.299950 9.650370 -11.126260 -1.828 -0.211 0.995 -1.07
C 16.806660 16.308940 3.377950 -0.909 -1.385 -0.564 -1.17
H 10.734000 7.015880 2.393470 -0.284 0.036 -1.532 0.24
P 13.421600 7.058900 2.434330 -0.439 -0.631 0.545 0.18
H 17.498670 -6.378340 -2.692890 -0.146 -0.059 -0.240 0.29
H 19.043530 21.450150 -1.227950 0.556 0.052 0.232 0.35
H 18.986370 -4.460720 2.109330 -0.439 -0.578 0.341 0.35
H 12.116770 10.499050 16.650810 -0.132 -0.140 0.046 0.31
H 12.671200 15.963520 15.735210 0.357 -0.161 0.015 0.38
O 16.033370 19.693420 3.031430 -0.102 -0.487 -2.098 -0.75
C 16.114990 12.116650 14.490610 0.067 0.225 1.384 -1.10
H 16.638140 16.940080 4.250510 -0.085 0.605 -0.633 0.31
H 12.471500 12.496030 -10.875470 0.389 0.416 0.074 0.53
H 6.850230 1.470350 10.021820 0.961 0.072 0.160 0.29
H 15.201800 6.738770 -0.159290 -0.346 -0.109 0.052 0.25
H 11.874130 11.804830 13.291980 0.177 0.132 0.081 0.45
C 12.285350 9.165850 -7.236570 -0.965 0.387 -0.354 -1.05
H 11.993420 8.039070 5.508820 0.279 0.107 0.058 0.32
N 13.957180 14.213860 15.687600 0.610 -0.341 -0.796 0.18
H 9.483950 10.390300 -8.501900 0.062 0.642 0.073 0.29
H 16.235800 -1.726500 -2.224050 -0.545 -0.005 -0.806 0.32
C 15.712340 -2.680140 -2.155920 0.619 -1.105 1.596 -1.07
H 13.941950 11.306420 -7.377820 0.416 -0.290 -0.459 0.36
C 10.862910 5.938290 2.292020 2.457 0.183 1.125 -1.00
H 7.064500 -1.371650 3.376910 -0.109 0.269 -0.260 0.30
H 13.185250 8.558980 -7.136610 0.187 0.177 -0.082 0.28
C 10.318510 11.002960 -11.731790 0.045 0.550 0.017 -1.02
H 8.508380 11.135500 -9.856320 0.107 0.430 0.467 0.33
H 15.927210 5.305270 0.678320 0.710 0.505 -0.356 0.47
H 16.330230 15.363920 3.638810 0.079 -0.329 0.209 0.41
C 2.393040 -1.154260 7.472450 0.761 1.103 -1.586 -0.17
H 20.355120 -5.974500 -2.672240 -0.455 -0.319 0.206 0.43
H 15.814290 10.757920 17.480630 0.664 0.139 0.540 0.34
H 2.304460 -1.543080 8.486880 -0.361 -0.363 -0.424 0.38
N 12.346080 10.220090 -8.259070 -0.798 -1.664 -1.085 0.32
H 15.538690 -3.278830 -3.050080 0.462 0.415 -0.556 0.27
N 18.655620 -3.444440 0.435460 -0.418 0.426 -1.691 0.30
C 20.142800 -5.146920 -1.995390 -0.041 0.010 -0.031 -1.08
C 16.187720 7.057350 2.593440 -1.861 -0.654 0.782 -0.86
C 1.672520 -1.752250 6.294470 -0.690 -2.708 -0.225 -1.14
O 11.719370 8.460160 -10.188650 0.409 -0.086 0.529 -0.85
C 16.214230 16.661410 1.983510 1.674 0.375 1.865 -0.22
H 5.164630 0.117870 3.637600 0.202 0.050 0.001 0.27
P 14.022430 12.567100 16.259960 -0.591 -0.373 0.138 0.41
H 11.042660 11.749160 -12.058750 0.026 -0.220 -0.280 0.26
H 15.083240 10.131440 -11.712030 -0.110 -0.059 0.247 0.41
H 13.456590 12.721390 13.527720 -0.575 0.415 -0.702 0.31
O 15.768460 19.792870 0.306190 1.747 -0.707 2.111 -0.19
H 12.219920 4.223860 3.858600 -0.194 -0.634 0.155 0.37
H 20.435050 -5.454610 -0.991390 0.849 0.375 -0.259 0.22
N 12.873880 11.764900 15.194460 0.382 1.331 1.825 0.17
H 11.448720 8.509750 -7.476730 0.171 -0.177 -0.032 0.30
H 6.400400 -2.623590 4.288730 -0.639 -0.134 0.087 0.32
O 13.024040 8.199040 1.574050 -0.704 -0.538 0.609 -0.87
C 12.968730 11.426140 -7.853870 -0.161 1.588 1.153 -1.05
H 11.529310 8.247230 3.829900 -0.085 0.183 0.068 0.25
H 18.406500 -5.567460 0.817530 0.103 0.257 -0.196 0.31
H 19.831040 19.839550 0.599950 0.072 -0.277 0.457 0.39
H 14.955770 -4.923030 -0.953090 -0.140 0.184 -0.269 0.40
H 10.280160 5.663000 3.171070 0.195 -0.958 0.166 0.34
H 12.408720 19.570460 0.055950 0.016 -0.073 -0.043 0.36
H 0.595210 -1.916120 6.320020 -0.258 0.865 0.582 0.41
H 12.380560 14.645380 16.909030 -0.699 0.341 -0.018 0.33
H 14.650120 19.173590 -1.239140 -0.072 -0.042 -0.035 0.28
H 14.282270 5.711100 4.570330 0.843 -0.378 0.704 0.38
H 12.390940 11.893480 -7.056470 -0.389 -0.105 0.438 0.37
O 3.827270 -1.313430 7.094900 0.403 2.432 0.229 -0.32
C 6.109290 -1.861550 3.565780 -0.034 0.388 -0.144 -1.23
C 15.622910 -4.308660 -0.348480 1.435 -0.305 0.364 -1.00
C 15.130130 15.121000 15.449710 -0.732 -0.819 1.231 -0.88
H 13.754190 8.875490 -11.664600 0.692 -0.253 -0.379 0.32
H 16.466560 15.844810 1.307050 -0.191 0.135 -0.090 0.29
P 16.577600 19.329930 1.692740 1.016 0.608 0.732 0.87
O 18.070750 19.971490 1.546320 -3.480 -0.735 2.458 -0.33
H 15.060460 7.128030 5.417120 -0.088 -0.230 0.412 0.24
H 18.359560 -1.328380 0.864930 -0.093 -0.327 -0.380 0.28
N 15.561470 11.970600 15.853280 -0.465 0.196 -0.536 0.20
H 10.592840 5.356270 1.410880 -0.616 0.709 -0.094 0.36
H 17.036080 10.455010 16.225440 -0.272 -0.059 -0.246 0.38
H 5.761500 -2.328860 2.644500 -0.023 0.041 0.031 0.39